[1]
{
  "formula": "C7H14",
  "method": "ωB97M-V with the def2-TZVPD basis set",
  "symbols": ["C", "C", "C", "C", "C", "C", "C", "H", "H", "H", "H", "H", "H", "H", "H", "H", "H", "H", "H", "H", "H"],
  "positions_angstrom": [[2.033, -0.728, 0.760], [1.021, -0.734, -0.387], [0.026, 0.419, -0.364], [0.642, 1.784, -0.117], [-1.114, 0.363, -1.346], [-1.393, 0.231, 0.128], [-1.948, -1.056, 0.694], [2.644, -1.637, 0.742], [2.716, 0.126, 0.685], [1.536, -0.673, 1.736], [1.567, -0.699, -1.340], [0.483, -1.689, -0.387], [1.465, 1.981, -0.818], [1.041, 1.868, 0.901], [-0.103, 2.576, -0.247], [-1.402, 1.276, -1.863], [-1.211, -0.539, -1.948], [-1.817, 1.119, 0.597], [-1.771, -1.134, 1.773], [-1.511, -1.939, 0.217], [-3.031, -1.104, 0.529]],
  "forces_ev_per_angstrom": [[0.04, 0.02, 0.08], [-0.04, -0.06, -0.03], [0.09, 0.02, -0.01], [-0.01, 0.05, 0.01], [-0.04, 0.02, -0.18], [-0.05, 0.03, 0.13], [0.03, -0.07, 0.00], [-0.10, 0.13, 0.01], [-0.12, -0.12, 0.03], [0.04, -0.02, -0.13], [-0.07, 0.02, 0.10], [0.05, 0.15, -0.03], [-0.12, -0.05, 0.08], [-0.05, -0.02, -0.15], [0.09, -0.13, 0.01], [0.05, -0.13, 0.10], [0.02, 0.12, 0.12], [0.09, -0.11, -0.08], [0.00, 0.01, -0.15], [-0.06, 0.13, 0.06], [0.16, 0.01, 0.04]],
  "lowdin_charge": [-0.1046, -0.2045, -0.4690, -0.0469, -0.0693, -0.2807, -0.0699, 0.0700, 0.0670, 0.0790, 0.1175, 0.0985, 0.0877, 0.0792, 0.0818, 0.1028, 0.1100, 0.1318, 0.0760, 0.0671, 0.0765],
  "total_charge": 0,
  "orbital_gap_ev": 10.74,
  "de_lowest_kcal_mol": 17.1,
  "smiles": "CC[C@@]1(C)C[C@H]1C",
  "e_homo_ev": -9.624
}

[2]
{
  "formula": "C27H42O30",
  "method": "ωB97M-V with the def2-TZVPD basis set",
  "symbols": ["C", "C", "O", "C", "O", "O", "H", "H", "H", "H", "C", "C", "O", "C", "O", "O", "H", "H", "H", "H", "C", "C", "O", "C", "O", "O", "H", "H", "H", "H", "C", "C", "O", "C", "O", "O", "H", "H", "H", "H", "C", "C", "O", "C", "O", "O", "H", "H", "H", "H", "C", "C", "O", "C", "O", "O", "H", "H", "H", "H", "C", "C", "O", "C", "O", "O", "H", "H", "H", "H", "C", "C", "O", "C", "O", "O", "H", "H", "H", "H", "C", "C", "O", "C", "O", "O", "H", "H", "H", "H", "O", "H", "H", "O", "H", "H", "O", "H", "H"],
  "positions_angstrom": [[-0.153, -3.670, 4.297], [1.271, -3.651, 3.575], [2.074, -3.629, 4.695], [1.411, -3.190, 5.821], [1.905, -3.021, 6.916], [0.081, -3.273, 5.627], [-0.361, -4.739, 4.256], [-0.748, -3.048, 3.628], [1.543, -2.695, 3.128], [1.338, -4.468, 2.857], [-2.302, 0.219, 4.058], [-0.772, 0.074, 4.171], [-0.255, 1.360, 3.756], [-1.285, 2.219, 3.907], [-1.175, 3.418, 3.810], [-2.458, 1.622, 4.063], [-2.688, -0.125, 5.018], [-2.849, -0.243, 3.236], [-0.459, -0.637, 3.406], [-0.410, -0.125, 5.179], [-6.706, 1.460, 2.894], [-5.825, 0.388, 3.545], [-5.187, -0.231, 2.488], [-5.125, 0.570, 1.409], [-4.445, 0.455, 0.418], [-6.061, 1.584, 1.617], [-6.568, 2.378, 3.465], [-7.756, 1.199, 2.763], [-6.480, -0.296, 4.085], [-5.159, 0.820, 4.292], [1.193, -3.851, -3.412], [2.661, -3.605, -3.766], [2.523, -2.974, -4.954], [1.372, -3.292, -5.484], [1.117, -3.196, -6.671], [0.489, -3.612, -4.588], [0.845, -3.300, -2.538], [1.029, -4.897, -3.152], [3.310, -4.478, -3.697], [3.073, -2.878, -3.066], [2.560, 3.063, -1.948], [1.981, 3.449, -0.521], [2.581, 4.701, -0.238], [2.773, 5.319, -1.511], [3.125, 6.499, -1.772], [2.553, 4.448, -2.496], [1.905, 2.334, -2.424], [3.540, 2.625, -1.760], [2.318, 2.680, 0.173], [0.895, 3.352, -0.516], [3.463, 0.755, -6.612], [2.404, 1.657, -5.945], [2.540, 1.508, -4.621], [3.380, 0.556, -4.329], [3.610, 0.218, -3.177], [3.843, -0.046, -5.476], [4.361, 1.251, -6.980], [3.117, 0.105, -7.415], [1.436, 1.300, -6.296], [2.664, 2.659, -6.287], [3.867, 0.010, 3.376], [5.223, -0.139, 2.671], [5.791, -1.419, 3.150], [4.948, -1.793, 4.252], [5.117, -2.794, 4.945], [4.017, -0.845, 4.506], [3.092, -0.166, 2.630], [3.665, 1.026, 3.715], [5.914, 0.684, 2.858], [5.174, -0.141, 1.582], [-4.049, 4.629, -2.077], [-3.655, 3.427, -1.459], [-2.218, 3.563, -1.213], [-1.816, 4.391, -2.180], [-0.590, 4.597, -2.389], [-2.856, 5.103, -2.645], [-4.545, 5.333, -1.409], [-4.706, 4.564, -2.944], [-3.825, 2.531, -2.055], [-4.026, 3.341, -0.438], [0.090, -0.769, -1.521], [-0.715, 0.083, -0.610], [0.085, 0.183, 0.521], [0.765, -0.891, 0.574], [1.171, -1.327, 1.613], [0.692, -1.554, -0.544], [0.895, -0.322, -2.104], [-0.408, -1.427, -2.232], [-1.747, -0.239, -0.473], [-0.722, 1.003, -1.195], [-2.633, -3.444, -1.133], [-3.491, -3.856, -1.236], [-2.666, -2.676, -1.704], [-1.046, -3.931, 1.019], [-1.481, -3.450, 0.315], [-0.172, -4.120, 0.677], [-3.115, -1.005, -2.500], [-3.023, -0.067, -2.665], [-4.055, -1.171, -2.575]],
  "forces_ev_per_angstrom": [[1.72, -0.94, -2.65], [-1.90, 2.04, 0.60], [1.75, -0.38, 2.66], [1.47, -1.94, 1.73], [-0.65, 0.35, -2.35], [-0.42, 1.04, -0.77], [-1.00, 0.22, 0.30], [-0.83, -0.04, 0.90], [-0.79, -0.36, -0.77], [0.59, -0.22, 0.52], [0.57, -0.23, 1.81], [0.13, -0.45, -1.58], [-1.17, -0.39, 0.66], [1.14, 2.89, -1.15], [-0.05, -1.27, 0.30], [-0.89, 0.04, -0.05], [-0.49, -0.32, -0.21], [0.48, 0.06, -0.14], [0.55, -0.20, 0.50], [-0.12, -0.25, -0.16], [1.22, 0.01, -0.01], [-2.04, 0.47, 1.53], [1.60, -1.10, -1.05], [-1.15, 1.27, -0.29], [-0.97, -0.02, 1.62], [0.89, -0.23, -0.93], [-0.39, 0.17, -0.36], [0.14, -0.02, -0.04], [0.31, -0.44, -0.17], [0.46, -0.01, -0.38], [0.23, -2.01, 2.30], [-0.11, 0.49, 3.62], [2.05, 0.60, -2.26], [-1.15, 1.24, -5.00], [0.42, -0.07, 1.54], [-1.33, -0.33, 0.87], [-0.15, 0.46, -0.40], [0.00, -0.10, 0.07], [-0.14, -0.18, -0.79], [0.21, -0.05, 0.10], [-1.44, 1.72, 2.74], [0.88, -2.35, -1.02], [-0.25, 1.28, -2.20], [1.13, 3.49, -0.29], [-1.51, -4.69, 2.01], [0.57, -2.05, -0.17], [0.13, 0.74, -0.56], [0.30, 0.49, -0.78], [0.28, 0.35, 0.40], [-0.11, 1.10, -0.03], [0.37, -0.54, 0.72], [0.12, 0.39, -4.69], [-0.45, 1.01, 2.22], [1.20, -2.59, 1.61], [-0.07, 0.26, -2.25], [0.16, 0.21, 1.31], [-0.09, 0.31, 0.17], [-0.29, -0.01, 0.27], [-0.27, 0.51, 0.20], [-0.77, 0.28, 0.36], [1.14, 0.96, -0.79], [0.90, -0.16, -0.23], [-2.72, 0.84, 1.45], [1.88, -2.25, 1.18], [-0.37, 3.12, -2.45], [-0.49, -0.65, -0.77], [-0.48, -1.10, 0.68], [0.33, -0.07, 0.28], [0.16, -0.18, 0.66], [-0.35, -0.52, 0.02], [-1.91, 2.92, -2.17], [1.02, -3.58, 3.29], [-1.04, -0.49, -1.17], [5.31, 2.02, 0.78], [-4.82, -0.81, -0.05], [1.77, 0.62, -0.83], [0.59, 0.38, 0.16], [-0.38, -0.56, 0.24], [-0.02, -0.09, 0.17], [-0.54, -0.55, -0.34], [0.28, -1.22, -1.06], [-1.20, 2.36, -3.35], [-1.74, 3.42, 0.18], [0.26, -2.81, 2.76], [1.30, -0.04, -0.11], [1.95, -2.89, -0.61], [-0.05, 0.79, 0.13], [-0.56, 0.13, 0.29], [0.21, -0.26, 0.64], [-0.52, 0.83, 0.87], [0.11, -0.10, -0.05], [-0.14, -0.27, 0.14], [0.05, 0.50, -0.24], [0.33, -0.08, 0.78], [-0.47, -0.04, -0.42], [0.24, -0.02, -0.04], [0.17, -0.13, -0.11], [0.08, 0.25, -0.02], [-0.35, -0.01, 0.01]],
  "lowdin_charge": [-0.1135, -0.1338, 0.0331, -0.5139, 0.1456, 0.0599, 0.1291, 0.1040, 0.0916, 0.1300, -0.1091, -0.0790, 0.0707, -0.5840, 0.1400, 0.0592, 0.1321, 0.1224, 0.1057, 0.1413, -0.0941, -0.1468, 0.0570, -0.4976, 0.1367, 0.0307, 0.1332, 0.1317, 0.1368, 0.1254, -0.1111, -0.1350, 0.0981, -0.6168, 0.1366, 0.1132, 0.1099, 0.1351, 0.1397, 0.1327, -0.0565, -0.1526, 0.0438, -0.4649, 0.0901, 0.0432, 0.1036, 0.1229, 0.1178, 0.1072, -0.0789, -0.1521, 0.0768, -0.5403, 0.1139, 0.0531, 0.1277, 0.1334, 0.1404, 0.1428, -0.1196, -0.1068, 0.0242, -0.4665, 0.1298, 0.0588, 0.1023, 0.1327, 0.1189, 0.1180, -0.1647, -0.1234, 0.0706, -0.5093, 0.1027, 0.0930, 0.1456, 0.1459, 0.1344, 0.1412, -0.1230, -0.1200, 0.1424, -0.6399, 0.1301, 0.0859, 0.1337, 0.1261, 0.1291, 0.1330, -0.0328, 0.0591, -0.0057, -0.0463, -0.0250, 0.0303, -0.0337, 0.0479, 0.0628],
  "total_charge": 0,
  "orbital_gap_ev": 9.69,
  "de_lowest_kcal_mol": 103.5,
  "smiles": "O=C1OCCO1.O=C1OCCO1.O=C1OCCO1.O=C1OCCO1.O=C1OCCO1.O=C1OCCO1.O=C1OCCO1.O=C1OCCO1.O=C1OCCO1.O.O.O",
  "e_homo_ev": -10.355
}

[3]
{
  "formula": "C4H8GdO3",
  "method": "ωB97M-V with the def2-TZVPD basis set",
  "symbols": ["C", "O", "C", "C", "O", "H", "H", "H", "H", "H", "O", "C", "Gd", "H", "H", "H"],
  "positions_angstrom": [[2.716, -0.701, -0.120], [1.402, -0.359, 0.275], [0.398, -1.348, 0.120], [-0.885, -0.685, 0.632], [-1.856, -1.379, 0.869], [3.337, 0.166, 0.131], [3.059, -1.585, 0.437], [2.734, -0.889, -1.203], [0.648, -2.251, 0.701], [0.287, -1.607, -0.946], [-1.247, 1.299, -0.186], [-2.507, 1.843, -0.454], [0.499, 1.617, 1.385], [-3.039, 1.032, -0.979], [-3.215, 2.074, 0.359], [-2.332, 2.773, -1.022]],
  "forces_ev_per_angstrom": [[0.53, -0.28, -0.29], [-0.14, 0.86, 0.61], [-0.18, 0.21, -0.99], [-2.12, -3.18, 2.10], [2.13, 2.47, -0.94], [0.06, -0.30, -0.18], [-0.03, 0.23, -0.20], [0.14, 0.04, 0.32], [-0.32, 0.37, -0.03], [0.05, 0.05, 0.25], [2.78, 0.68, 2.38], [-0.83, -0.53, -0.75], [-2.23, -0.94, -2.04], [-0.09, 0.80, -0.55], [0.81, 0.02, 0.52], [-0.55, -0.51, -0.20]],
  "lowdin_charge": [-0.0563, -0.4739, -0.1630, -0.2766, 0.0988, 0.0957, 0.1129, 0.1159, 0.1548, 0.1567, -0.5570, -0.2148, 1.7511, 0.0899, 0.0793, 0.0867],
  "total_charge": 1,
  "orbital_gap_ev": [8.04, 6.34],
  "multiplicity": 8,
  "de_lowest_kcal_mol": 0.0,
  "s2": 16.641,
  "e_homo_ev": [-12.408, -11.437]
}

[4]
{
  "formula": "C12H7Cl2N3O3",
  "method": "ωB97M-V with the def2-TZVPD basis set",
  "symbols": ["O", "O", "O", "Cl", "Cl", "N", "C", "C", "C", "C", "C", "C", "C", "C", "C", "C", "C", "C", "N", "N", "H", "H", "H", "H", "H", "H", "H"],
  "positions_angstrom": [[5.002, -0.816, -3.732], [-5.146, 0.149, 3.511], [-4.380, 2.101, 3.392], [2.983, 2.446, -0.428], [0.790, -2.599, -1.760], [0.834, 0.393, -0.343], [4.064, -0.536, -2.998], [3.906, 0.760, -2.301], [3.083, -1.588, -2.733], [2.885, 0.943, -1.395], [1.978, -1.262, -1.887], [-2.647, 1.540, 1.384], [-3.016, -0.825, 1.964], [-1.443, 1.164, 0.765], [-1.788, -1.166, 1.356], [-3.421, 0.531, 2.074], [-1.029, -0.133, 0.832], [1.845, 0.003, -1.179], [-4.388, 0.949, 3.003], [0.290, -0.409, 0.385], [4.616, 1.596, -2.483], [3.167, -2.529, -3.202], [-2.885, 2.604, 1.382], [-3.721, -1.609, 2.414], [-0.948, 1.847, 0.121], [-1.372, -2.197, 1.339], [0.741, -1.356, 0.518]],
  "forces_ev_per_angstrom": [[0.23, 0.62, -0.10], [-0.18, -1.28, -0.57], [0.56, 0.78, -0.78], [-0.53, -1.03, -0.61], [0.30, 1.03, 0.22], [4.43, 3.16, -3.97], [0.37, -0.44, -0.04], [-0.81, 0.46, 0.75], [-3.40, 2.85, 3.08], [2.09, 1.53, -1.60], [2.56, -2.15, -1.47], [0.28, -1.28, 0.63], [-1.10, -0.50, 0.67], [-2.56, 0.82, 0.23], [-0.71, -0.08, 0.68], [3.45, 0.02, -2.45], [1.02, -1.15, 0.59], [-1.55, -0.25, 1.32], [-1.66, 0.64, 2.20], [-2.20, -4.99, 2.09], [-0.40, -1.04, 0.22], [0.02, -0.76, -0.49], [-0.36, -0.48, 0.17], [1.37, 1.23, -0.61], [0.61, 0.61, 0.04], [-0.66, 0.80, 0.06], [-1.18, 0.89, -0.25]],
  "lowdin_charge": [0.0494, 0.0809, 0.0833, 0.6433, 0.6391, 0.0640, -0.4358, -0.0226, -0.0080, -0.5575, -0.4996, 0.0590, 0.0291, -0.0026, 0.0010, -0.1460, -0.2186, -0.2869, -0.3821, 0.0174, 0.1223, 0.0933, 0.1251, 0.1489, 0.1089, 0.1296, 0.1650],
  "total_charge": 0,
  "orbital_gap_ev": 6.20,
  "smiles": "O=C1C=C(Cl)C(=NNc2ccc([N+](=O)[O-])cc2)C(Cl)=C1",
  "e_homo_ev": -8.315
}

[5]
{
  "formula": "C3H3InO3",
  "method": "ωB97M-V with the def2-TZVPD basis set",
  "symbols": ["C", "C", "O", "H", "H", "H", "O", "C", "O", "In"],
  "positions_angstrom": [[-0.865, 0.413, -0.264], [-2.055, -0.133, -0.473], [-0.480, 1.673, -0.287], [-2.169, -1.215, -0.520], [-2.943, 0.501, -0.575], [0.071, 1.899, 0.475], [2.345, -0.455, 0.460], [1.696, -1.410, 0.233], [1.300, -2.438, -0.082], [3.100, 1.165, 1.033]],
  "forces_ev_per_angstrom": [[-4.32, 5.12, 0.38], [2.54, -2.17, -0.39], [1.43, -3.68, -1.28], [-0.26, -0.01, -0.61], [-0.11, 0.45, 0.92], [-0.66, 0.59, 0.66], [-0.73, -0.64, -0.37], [-0.72, -5.90, -1.77], [-0.01, 2.45, 0.90], [2.84, 3.79, 1.55]],
  "lowdin_charge": [0.0698, 0.2593, 0.2329, 0.1364, 0.1803, 0.1360, 0.0102, -0.2232, 0.4616, 1.7368],
  "total_charge": 3,
  "orbital_gap_ev": [7.91, 4.72],
  "multiplicity": 2,
  "de_lowest_kcal_mol": 1.6,
  "s2": 0.751,
  "e_homo_ev": [-24.018, -24.018]
}